C4H8O2 | ωB97M-V/def2-TZVPD

XYZ file:
```
14
Properties=species:S:1:pos:R:3:forces:R:3:mulliken_charge:R:1
C 1.11397 1.06868 0.34547 0.01 0.01 0.03 -1.430
C -0.18155 0.24688 0.22557 0.04 -0.04 0.10 0.620
C -0.22875 -0.89413 1.27312 0.57 0.47 0.38 -0.037
O 0.46696 -0.80759 2.25516 -0.10 -0.24 -0.02 -0.455
C -0.35789 -0.19668 -1.22437 0.30 0.08 0.08 -0.648
O -1.64210 -0.71387 -1.48497 -0.16 -0.31 0.11 -0.491
H 1.27397 1.45898 1.35185 -0.09 -0.15 -0.10 0.349
H 1.07840 1.92190 -0.34464 -0.09 -0.20 0.14 0.409
H 1.99522 0.47392 0.07583 -0.19 0.01 0.09 0.337
H -1.03262 0.89806 0.48160 0.04 -0.14 -0.09 0.150
H -0.89543 -1.80532 1.24199 0.10 0.70 -0.67 0.240
H -0.22905 0.66644 -1.88892 -0.05 -0.17 0.18 0.325
H 0.44014 -0.91472 -1.47786 -0.18 0.02 -0.02 0.323
H -1.80125 -1.40255 -0.82984 -0.19 -0.04 -0.22 0.307
```
Forces are in eV/Å.

Results
- HOMO (eV) = -10.0
- SMILES = C[C@H](C=O)CO
- gap between HOMO and LUMO (eV) = 10.7
- molecular weight (g mol⁻¹) = 88.106
- calculated total energy (Ha) = -307.6612


C4H7ClOS | ωB97M-V/def2-TZVPD

XYZ file:
```
14
Properties=species:S:1:pos:R:3:forces:R:3:mulliken_charge:R:1
C 1.63535 -0.87519 0.04887 2.96 -0.49 4.35 -1.195
C 0.79236 0.17527 0.65909 4.59 5.17 -5.63 -0.679
C -0.00778 1.05271 -0.47463 -0.86 -3.77 5.20 -1.009
S -1.69895 1.40570 -0.04314 -0.65 -0.42 0.34 -0.128
C -2.34430 -0.24136 -0.19721 -2.93 6.47 2.08 0.473
O -1.79926 -1.11584 -0.62590 3.60 -6.29 -2.57 -0.312
Cl -4.03952 -0.24973 0.24891 -0.78 -0.16 0.32 -0.192
H 2.23794 -0.52750 -0.76589 0.88 0.43 0.08 0.360
H 1.09752 -1.60762 -0.34181 -2.81 -3.27 -1.85 0.421
H 2.24871 -1.52575 0.94476 -1.14 2.17 -2.58 0.247
H 1.41659 0.88712 1.23875 0.29 0.01 -0.73 0.373
H 0.14641 0.07701 1.33173 -5.63 -2.69 5.36 0.632
H 0.05912 0.58043 -1.34336 -0.12 -2.41 -3.79 0.477
H 0.25581 1.96475 -0.68015 2.59 5.24 -0.58 0.533
```
Forces are in eV/Å.

Results
- HOMO (eV) = -9.7
- SMILES = CCCSC(=O)Cl
- gap between HOMO and LUMO (eV) = 10.4
- molecular weight (g mol⁻¹) = 138.619
- calculated total energy (Ha) = -1090.1501


C5H7NO | ωB97M-V/def2-TZVPD

XYZ file:
```
14
Properties=species:S:1:pos:R:3:forces:R:3:mulliken_charge:R:1
O 0.40471 1.99082 1.62435 0.62 0.09 -0.64 -0.488
C 1.15597 1.82720 0.68111 0.15 0.40 -0.02 0.050
C 0.75708 1.15350 -0.56437 -0.17 0.38 -0.23 -0.117
N -0.48457 0.92835 -0.79593 0.74 0.23 -0.06 -0.483
C -0.70836 -0.48359 -0.93829 -0.47 -0.06 0.04 -0.101
C -0.04365 -1.53124 -0.05861 0.09 -0.21 -0.12 -0.609
C -1.14158 -0.71762 0.52617 -0.42 0.04 -0.36 -0.223
H 2.25449 1.93119 0.74138 0.00 0.37 0.42 0.316
H 1.52972 0.66778 -1.16956 0.17 -0.53 0.70 0.440
H -1.25486 -0.83628 -1.81136 -0.42 0.14 0.53 0.357
H 0.97528 -1.48179 0.32127 -0.30 0.16 -0.05 0.231
H -0.37769 -2.53445 -0.28624 0.34 -0.12 -0.34 0.282
H -0.82345 0.09025 1.19777 -0.46 -0.30 -0.31 0.072
H -2.17640 -1.01311 0.60663 0.13 -0.58 0.43 0.274
```
Forces are in eV/Å.

Results
- HOMO (eV) = -8.8
- SMILES = O=C/C=N/C1CC1
- gap between HOMO and LUMO (eV) = 8.3
- molecular weight (g mol⁻¹) = 97.117
- calculated total energy (Ha) = -324.5688


Copy entry 1 word for word.
C4H8O2 | ωB97M-V/def2-TZVPD

XYZ file:
```
14
Properties=species:S:1:pos:R:3:forces:R:3:mulliken_charge:R:1
C 1.11397 1.06868 0.34547 0.01 0.01 0.03 -1.430
C -0.18155 0.24688 0.22557 0.04 -0.04 0.10 0.620
C -0.22875 -0.89413 1.27312 0.57 0.47 0.38 -0.037
O 0.46696 -0.80759 2.25516 -0.10 -0.24 -0.02 -0.455
C -0.35789 -0.19668 -1.22437 0.30 0.08 0.08 -0.648
O -1.64210 -0.71387 -1.48497 -0.16 -0.31 0.11 -0.491
H 1.27397 1.45898 1.35185 -0.09 -0.15 -0.10 0.349
H 1.07840 1.92190 -0.34464 -0.09 -0.20 0.14 0.409
H 1.99522 0.47392 0.07583 -0.19 0.01 0.09 0.337
H -1.03262 0.89806 0.48160 0.04 -0.14 -0.09 0.150
H -0.89543 -1.80532 1.24199 0.10 0.70 -0.67 0.240
H -0.22905 0.66644 -1.88892 -0.05 -0.17 0.18 0.325
H 0.44014 -0.91472 -1.47786 -0.18 0.02 -0.02 0.323
H -1.80125 -1.40255 -0.82984 -0.19 -0.04 -0.22 0.307
```
Forces are in eV/Å.

Results
- HOMO (eV) = -10.0
- SMILES = C[C@H](C=O)CO
- gap between HOMO and LUMO (eV) = 10.7
- molecular weight (g mol⁻¹) = 88.106
- calculated total energy (Ha) = -307.6612


Question: Which value of molecular weight does entry 3 give?
Answer: 97.117 g mol⁻¹